[1]
C5H8N2 | wB97M-V/def2-TZVPD

```
15
Properties=species:S:1:pos:R:3:forces:R:3
C -1.657 -0.734 0.497 0.0 0.5 -0.3
C -0.671 -0.462 -0.639 -0.5 1.7 0.7
N -0.234 1.036 -1.008 0.1 0.7 0.2
C 0.646 0.134 -0.327 0.5 -0.1 0.2
C 0.925 0.665 1.068 0.2 -0.2 0.2
C 1.832 -0.342 -1.015 0.7 -0.2 -0.4
N 2.785 -0.678 -1.571 -0.5 0.1 0.3
H -1.298 -1.433 1.273 0.2 0.3 -0.6
H -1.841 0.225 0.979 -0.3 -0.1 0.2
H -2.607 -1.130 0.125 0.2 0.2 0.0
H -0.986 -0.486 -1.648 0.0 -2.6 -0.9
H 0.052 0.993 -2.004 -0.7 0.1 0.6
H 0.038 1.147 1.486 0.2 -0.2 -0.2
H 1.280 -0.115 1.738 0.0 0.0 0.1
H 1.697 1.434 0.970 -0.1 -0.2 0.1
```
Positions in Å, forces in eV/Å.

## Properties
electronic energy	-8292.420	eV
multiplicity	1
Kohn-Sham gap	10.7	eV
SMILES string	C[C@H]1N[C@]1(C)C#N
energy relative to the best compared isomer or geometry (same formula, charge and spin)	59.4	kcal per mole


[2]
C11H14NP | wB97M-V/def2-TZVPD

```
27
Properties=species:S:1:pos:R:3:forces:R:3
C 3.806 0.461 -0.066 -0.4 0.5 0.4
C 3.870 -0.897 0.185 -0.8 -1.8 0.4
C 2.545 1.110 -0.075 -0.1 -0.6 -0.5
C 2.735 -1.733 0.377 0.5 2.7 -0.1
C 1.429 0.300 0.197 -0.5 0.3 -0.7
C 0.013 0.744 0.174 -0.3 -0.8 0.8
C 1.477 -1.113 0.379 3.4 1.3 0.3
C -0.854 -0.254 0.293 1.1 -3.8 0.9
C -0.291 2.181 0.033 -0.9 0.8 -2.9
C -2.912 -1.696 -1.147 0.1 0.5 0.9
C -3.462 0.872 0.438 -1.1 -1.4 2.4
N 0.340 -1.751 0.473 -6.0 2.6 -1.4
P -2.635 -0.809 0.590 1.2 0.4 -1.3
H 4.793 0.922 -0.098 -0.5 0.5 -0.4
H 4.845 -1.383 0.233 -0.1 0.2 0.0
H 2.324 2.152 -0.429 0.8 -1.0 0.7
H 2.785 -2.755 0.623 0.4 -1.1 0.0
H 0.038 2.336 -1.025 -0.5 0.3 0.3
H -1.323 2.665 0.084 1.4 -1.2 0.4
H 0.463 2.727 0.517 0.6 1.0 1.3
H -1.853 -2.132 -1.357 -2.3 0.0 0.3
H -3.119 -0.953 -1.915 0.3 0.3 -0.1
H -3.898 -2.306 -1.131 2.2 0.3 0.2
H -4.544 0.659 0.423 0.3 0.1 -0.4
H -3.149 1.409 -0.390 0.4 1.0 -1.7
H -3.374 1.488 1.367 0.4 -0.6 -0.6
H -0.051 -2.243 1.245 0.5 -0.4 0.7
```
Positions in Å, forces in eV/Å.

## Properties
electronic energy	-22409.914	eV
multiplicity	1
Kohn-Sham gap	8.6	eV
energy relative to the best compared isomer or geometry (same formula, charge and spin)	51.4	kcal per mole


[3]
C18H22O6Si | wB97M-V/def2-TZVPD

```
47
Properties=species:S:1:pos:R:3:forces:R:3
C -0.294 -1.906 1.267 2.0 0.6 -1.9
C -0.953 -1.185 0.069 0.5 -2.7 -2.4
O -1.942 -1.939 -0.781 1.5 1.1 1.1
C -0.684 -1.602 -1.412 -1.7 2.1 1.7
C -0.844 -0.391 -2.430 1.7 -2.1 0.9
C -0.027 0.868 -2.050 -2.0 1.7 2.4
C 1.260 0.936 -2.764 0.8 -0.5 -1.5
O 1.162 1.353 -3.917 0.9 -0.3 0.2
C 2.528 0.334 -2.209 -0.2 0.9 -2.5
C 3.595 -0.063 -3.121 -3.4 0.4 -0.1
O 3.394 -0.125 -4.513 -0.3 0.8 1.4
C 4.670 -0.697 -2.548 -0.3 -1.4 0.4
C 4.633 -1.149 -1.214 -1.2 1.9 -0.6
C 3.583 -0.709 -0.357 0.5 0.1 0.7
O 3.587 -1.055 0.937 0.8 -0.8 0.6
C 2.563 0.115 -0.841 -0.8 -0.4 -0.3
C 1.413 0.538 0.055 0.0 0.3 -1.3
O 1.530 0.338 1.232 0.2 0.3 1.6
C 0.052 1.112 -0.471 0.3 -1.6 -0.8
C -1.114 0.296 0.248 -1.3 1.1 -0.7
O -1.117 0.559 1.616 -0.4 1.7 -0.4
Si -2.494 0.967 2.490 1.1 -0.5 0.9
C -3.202 -0.746 2.596 0.3 1.0 0.6
C -1.703 1.525 4.109 -1.8 1.3 -2.4
C -3.714 2.238 1.727 1.1 -3.0 0.2
H -0.873 -2.381 1.986 -1.7 -0.8 0.8
H 0.235 -1.122 1.816 -0.1 -0.5 -0.1
H 0.463 -2.653 0.928 -0.6 0.5 0.0
H -0.036 -2.446 -1.664 -0.2 0.3 0.1
H -0.463 -0.809 -3.332 0.6 0.0 -1.0
H -1.865 -0.219 -2.700 -0.7 0.4 0.6
H -0.599 1.756 -2.408 0.4 -0.7 -0.1
H 2.507 0.286 -4.762 1.4 -0.2 0.9
H 5.361 -1.107 -3.263 0.6 0.0 0.1
H 5.441 -1.743 -0.866 0.4 -0.4 0.5
H 2.824 -0.692 1.462 0.5 0.1 -1.1
H -0.091 2.179 -0.195 0.4 -0.7 -0.2
H -2.120 0.631 -0.231 1.5 -0.5 0.4
H -2.462 -1.498 2.819 0.2 0.0 0.1
H -3.599 -0.914 1.640 -0.6 -0.7 -1.6
H -4.004 -0.811 3.280 -1.0 -0.2 0.9
H -2.274 1.027 4.825 -0.7 -0.7 1.7
H -1.959 2.602 4.097 0.9 -0.4 0.6
H -0.695 1.222 4.082 1.3 0.1 0.3
H -4.177 2.829 2.476 -0.5 0.6 0.4
H -4.388 1.488 1.274 -0.2 1.0 -0.2
H -3.113 2.764 1.020 -0.1 0.8 -0.7
```
Positions in Å, forces in eV/Å.

## Properties
electronic energy	-39184.506	eV
multiplicity	1
Kohn-Sham gap	7.8	eV
SMILES string	C[C@]12O[C@H]1C[C@@H]1C(=O)c3c(O)ccc(O)c3C(=O)[C@@H]1[C@@H]2O[Si](C)(C)C


[4]
C11H19IrO2 | wB97M-V/def2-TZVPD

```
33
Properties=species:S:1:pos:R:3:forces:R:3
C -0.251 -4.285 0.089 4.3 4.3 1.0
C -1.139 -3.912 -1.126 2.8 5.6 -2.0
H -0.104 -3.370 0.970 -1.5 -2.6 -1.7
H 1.033 -4.083 -0.110 -3.5 -1.7 -0.1
H -0.379 -3.442 -2.099 -2.0 -2.5 2.2
H -1.574 -2.731 -1.087 0.0 -3.1 0.7
Ir 1.940 -0.014 -0.945 -3.8 -6.6 0.5
C 3.432 0.964 -0.028 -0.4 1.4 0.0
C 3.881 0.488 -1.366 -0.5 1.2 -0.7
C 1.910 1.829 -1.732 1.3 0.3 0.6
C 2.189 1.792 -0.232 1.3 1.3 0.1
H 4.694 -0.247 -1.546 -0.8 0.7 0.2
H 2.968 0.755 -3.480 0.2 0.5 1.0
H 0.993 2.257 -2.188 0.9 -0.3 0.3
C 2.957 1.028 -2.403 1.1 1.1 -0.3
H 1.511 2.181 0.562 0.9 0.0 -0.9
H 3.824 0.624 0.954 -0.1 0.5 -1.0
C -1.932 -1.806 2.487 -0.7 -0.2 -0.4
O -0.979 -1.089 1.677 -1.2 1.0 0.8
C -1.131 0.332 1.689 -0.2 0.4 1.2
C -1.688 0.883 0.343 -0.3 0.7 -1.3
O -1.040 2.106 -0.001 -0.4 -0.9 0.2
C -1.916 3.086 -0.610 -0.6 0.4 0.1
H -2.857 -1.250 2.734 0.7 0.2 -0.3
H -2.195 -2.699 1.907 0.3 -0.1 0.1
H -1.481 -2.125 3.443 0.4 0.1 -0.3
H -1.838 0.683 2.472 0.6 -0.6 -0.2
H -0.141 0.779 1.876 -0.1 -0.3 -0.4
H -1.512 0.126 -0.444 -0.2 0.2 0.2
H -2.781 1.043 0.481 0.6 -0.2 -0.2
H -2.530 2.667 -1.440 0.5 0.1 0.6
H -2.581 3.538 0.157 0.3 -0.4 -0.4
H -1.283 3.892 -1.008 -0.1 -0.4 0.2
```
Positions in Å, forces in eV/Å.

## Properties
⟨S²⟩	6.017
electronic energy	-18615.785	eV
multiplicity	5
Kohn-Sham gap (alpha / beta)	6.2 / 3.8	eV
total charge	+2
energy relative to the best compared isomer or geometry (same formula, charge and spin)	186.8	kcal per mole


[5]
C4H9NO | wB97M-V/def2-TZVPD

```
15
Properties=species:S:1:pos:R:3:forces:R:3
C -0.014 1.856 -0.032 -0.4 0.6 0.1
N 0.332 0.500 -0.072 -0.5 0.4 0.3
C -0.381 -0.529 0.048 0.3 1.0 0.0
C -1.863 -0.585 0.353 0.2 -0.1 -0.1
O 0.365 -1.635 -0.099 1.3 0.8 -0.5
C 1.856 -1.127 -0.299 -0.3 -1.3 0.1
H -1.022 2.050 -0.406 -0.2 0.3 0.1
H 0.091 2.224 0.993 -0.1 0.3 -0.1
H 0.709 2.392 -0.658 -0.2 0.2 0.1
H -2.317 0.383 0.097 0.2 -0.3 0.0
H -2.389 -1.371 -0.192 0.2 0.0 0.0
H -2.032 -0.745 1.425 0.2 0.0 -0.2
H 2.215 -0.236 -0.867 -1.3 -0.9 0.2
H 2.178 -2.007 -0.818 0.7 -0.6 0.1
H 2.255 -1.005 0.710 -0.1 -0.3 -0.2
```
Positions in Å, forces in eV/Å.

## Properties
electronic energy	-7829.584	eV
multiplicity	1
Kohn-Sham gap	9.9	eV
SMILES string	C/N=C(\C)OC
energy relative to the best compared isomer or geometry (same formula, charge and spin)	63.1	kcal per mole


[6]
C24H44O15P | wB97M-V/def2-TZVPD

```
84
Properties=species:S:1:pos:R:3:forces:R:3
C 2.455 -1.853 5.844 0.9 -0.5 -0.3
C 3.999 -1.650 5.744 0.3 0.1 0.1
C 4.415 -1.301 4.291 -0.1 -0.9 0.0
C 4.544 -0.669 6.814 -0.6 -0.5 -0.3
P 4.056 1.179 6.600 0.3 0.4 0.9
H 2.256 -2.792 6.371 -0.2 0.2 0.2
H 1.988 -1.013 6.351 -0.2 0.0 -0.1
H 2.074 -1.991 4.823 -0.3 0.2 0.2
H 4.442 -2.638 5.951 0.0 0.1 -0.1
H 4.534 -2.256 3.751 0.0 0.2 0.0
H 5.374 -0.788 4.227 -0.2 0.2 0.1
H 3.634 -0.764 3.747 0.2 0.4 0.2
H 4.124 -0.999 7.780 0.2 0.2 -0.1
H 5.641 -0.714 6.897 -0.1 0.0 -0.2
H 4.869 1.318 5.384 0.2 -0.2 -0.4
H 5.257 1.533 7.399 0.2 0.1 0.1
H 3.257 1.145 7.845 -0.1 -0.1 0.0
H 2.854 0.859 5.838 0.0 -0.2 -0.5
H 3.741 2.611 6.504 -0.2 0.3 -0.2
C -2.328 0.901 4.222 -0.1 -0.3 0.1
C -1.492 1.532 5.312 -0.4 -0.3 -0.4
C -0.060 1.795 4.941 0.4 0.4 -0.1
O 0.592 1.779 6.210 -0.6 -0.1 0.3
C -0.135 0.968 7.017 0.4 0.1 -0.1
O 0.204 0.581 8.083 -0.1 -0.1 0.3
O -1.326 0.648 6.429 0.0 0.1 0.0
H -1.751 0.171 3.652 0.1 0.0 0.0
H -3.183 0.374 4.649 0.0 0.1 0.1
H -2.689 1.657 3.530 0.1 0.0 0.0
H -1.979 2.441 5.681 0.1 0.0 0.0
H 0.082 2.753 4.448 0.1 0.0 0.1
H 0.379 1.003 4.326 -0.1 0.0 0.0
C 2.106 3.925 -0.941 0.0 -0.1 0.2
C 0.979 4.097 0.052 0.6 0.1 -0.5
C 1.383 4.070 1.502 0.1 0.2 0.2
O 0.169 3.625 2.132 -0.1 -0.1 -0.1
C -0.498 2.873 1.227 0.3 0.1 -0.1
O -1.448 2.202 1.473 -0.2 -0.1 0.0
O 0.067 2.983 0.003 -0.2 0.0 0.2
H 2.847 3.208 -0.587 -0.1 -0.1 0.0
H 1.723 3.547 -1.880 0.0 0.1 -0.1
H 2.612 4.874 -1.124 -0.1 0.0 0.1
H 0.406 5.000 -0.183 -0.1 0.0 0.1
H 1.686 5.042 1.884 -0.2 0.0 0.1
H 2.165 3.339 1.716 0.0 0.0 -0.1
C -0.570 0.190 -6.072 0.2 -0.1 -0.2
C -0.118 1.180 -5.026 -0.4 -0.5 -0.4
C 0.557 2.423 -5.537 -0.1 0.3 0.0
O 1.366 2.797 -4.411 0.0 -0.1 -0.1
C 1.658 1.656 -3.736 -0.1 -0.2 0.0
O 2.436 1.573 -2.847 0.3 0.0 0.1
O 0.922 0.622 -4.205 0.0 0.2 0.1
H 0.137 0.112 -6.900 0.1 0.1 0.1
H -0.656 -0.803 -5.631 -0.2 0.0 0.0
H -1.539 0.476 -6.477 0.0 0.0 0.1
H -0.958 1.429 -4.371 0.1 0.1 0.0
H -0.141 3.218 -5.793 0.1 0.1 0.2
H 1.217 2.234 -6.388 -0.1 -0.1 0.0
C -1.833 -0.788 -0.251 0.1 0.2 -0.2
C -2.581 -1.352 -1.440 0.4 0.2 0.8
C -1.835 -2.392 -2.230 0.1 -0.4 0.0
O -2.437 -2.271 -3.533 -0.1 0.4 0.1
C -2.871 -0.987 -3.641 0.1 0.2 0.4
O -3.258 -0.477 -4.645 0.0 0.1 -0.1
O -2.797 -0.351 -2.451 -0.1 -0.2 -0.4
H -0.770 -0.670 -0.467 0.0 0.0 -0.1
H -2.217 0.198 0.014 -0.1 -0.1 0.1
H -1.933 -1.445 0.613 0.0 0.0 0.0
H -3.563 -1.720 -1.127 0.0 0.0 -0.1
H -1.958 -3.400 -1.839 -0.1 0.0 -0.2
H -0.769 -2.170 -2.327 0.0 0.1 0.1
C -3.967 -3.141 -5.968 0.1 -0.4 -0.1
C -3.983 -3.673 -7.384 -0.1 0.3 0.7
C -4.474 -5.087 -7.534 -0.3 -0.1 -0.2
O -3.824 -5.500 -8.744 0.0 0.0 0.1
C -2.678 -4.781 -8.844 0.0 0.1 0.1
O -1.817 -4.994 -9.629 0.2 -0.1 -0.2
O -2.653 -3.789 -7.919 -0.1 -0.2 -0.2
H -3.672 -3.917 -5.259 0.0 0.0 -0.1
H -3.257 -2.332 -5.863 -0.1 0.1 -0.2
H -4.955 -2.778 -5.682 0.0 0.0 -0.1
H -4.540 -2.989 -8.034 0.0 -0.1 -0.1
H -5.556 -5.159 -7.631 0.1 -0.1 -0.2
H -4.139 -5.742 -6.726 0.0 0.1 0.1
```
Positions in Å, forces in eV/Å.

## Properties
electronic energy	-65601.076	eV
multiplicity	1
Kohn-Sham gap	4.2	eV
total charge	-1